Molecular formula: C19H40BrCaCl2F5LiN3O8PS2
Method: DFT, ωB97M-V/def2-TZVPD

Structure (XYZ):
```
83
Properties=species:S:1:pos:R:3:forces:R:3
F 0.9391 3.0804 1.7553 -1.360 1.676 1.211
C -0.2290 3.7217 1.5651 -0.880 -0.083 -0.087
F -0.1780 5.0752 1.4948 1.168 -1.629 -1.463
C -1.4761 3.1109 1.4986 -0.811 0.307 0.054
F -2.0362 2.6572 2.6816 1.270 -1.456 -1.220
C -2.3572 2.8571 0.2536 0.056 0.798 0.531
C -1.7186 1.8605 -0.8063 -0.836 0.426 -0.168
P -0.5995 2.8110 -1.9197 0.135 -0.502 0.973
H -2.6510 3.8201 -0.2392 0.164 -0.688 0.237
H -3.3030 2.3734 0.5910 0.632 0.454 -0.047
H -1.2137 0.9801 -0.3516 0.031 0.687 -0.314
H -2.5428 1.4669 -1.4622 0.710 0.313 0.370
H -0.2088 2.0511 -3.0639 -0.018 -0.008 0.467
H 0.5841 3.1713 -1.2141 -0.359 -0.076 -0.497
H -1.2280 4.0340 -2.3374 0.262 -0.500 0.238
C 5.0120 1.9416 2.4645 -0.001 0.044 -0.022
C 4.1073 0.8520 1.9210 0.056 0.551 0.800
O 2.7864 0.9920 2.4357 -0.018 -0.086 -0.212
H 5.0454 1.9015 3.5570 0.043 -0.084 -0.011
H 6.0261 1.8353 2.0769 -0.034 0.037 0.000
H 4.6339 2.9318 2.1914 0.069 -0.002 -0.087
H 4.4757 -0.1310 2.2125 -0.200 -0.043 -0.090
H 4.0577 0.8929 0.7953 0.204 0.022 0.687
H 2.4556 1.8581 2.1707 0.272 -0.247 0.090
Br 3.6103 0.1407 -0.9290 -0.534 -0.086 -1.193
O -1.2299 6.0070 -2.9532 -0.122 0.009 -0.016
H -0.8747 6.5695 -2.2529 0.092 -0.024 -0.079
H -1.8825 6.5652 -3.3936 -0.004 -0.031 0.008
Li -1.2688 3.0552 -4.7115 -0.509 -0.484 -0.272
N -1.8537 -1.3747 -2.9322 0.051 0.899 -0.304
S -2.7369 -0.6266 -4.0038 -2.901 -0.893 -1.205
O -2.7511 -1.1555 -5.3268 0.807 0.358 0.359
O -2.8396 0.8148 -3.8872 1.139 0.705 0.387
F -4.1803 -1.0657 -3.4876 0.756 0.126 0.582
S -0.3108 -1.1854 -3.2054 3.020 -2.091 -0.224
O 0.5022 -2.0895 -2.4644 -1.179 0.537 0.417
O 0.1813 0.1695 -3.2953 -0.934 0.715 -0.067
F -0.1260 -1.7234 -4.6811 -0.395 0.445 0.090
C -5.6966 4.1981 -4.4019 -0.165 0.457 -0.155
Cl -4.1594 3.3140 -4.2782 0.029 -0.255 0.003
Cl -5.9591 5.2184 -2.9895 -0.021 -0.011 -0.007
H -5.6727 4.8213 -5.2902 0.081 -0.013 0.077
H -6.5041 3.4764 -4.4748 0.195 -0.117 0.090
C 3.1428 -4.0072 -1.1716 -0.145 0.232 0.057
C 3.1610 -4.7212 -2.5189 0.260 -0.064 0.343
C 2.9134 -6.2363 -2.4152 -0.025 0.014 -0.362
O 4.0276 -6.9864 -1.9569 -0.324 0.018 0.132
C 4.1931 -6.9991 -0.5502 0.336 -0.079 -0.128
N 4.4277 -4.4237 -3.1977 -0.119 -0.241 -0.147
H 4.0553 -4.1706 -0.5970 0.004 -0.071 -0.073
H 3.0486 -2.9297 -1.3166 0.050 -0.052 -0.023
H 2.2943 -4.3351 -0.5655 0.013 -0.023 -0.001
H 2.3475 -4.2989 -3.1172 -0.002 -0.086 -0.048
H 2.7058 -6.6120 -3.4218 0.094 -0.040 0.013
H 2.0240 -6.4580 -1.8113 0.042 0.065 0.135
H 3.2345 -6.9891 -0.0239 -0.017 0.084 -0.023
H 4.8089 -6.1557 -0.2314 -0.130 0.037 0.179
H 4.7253 -7.9137 -0.2846 -0.050 -0.016 -0.077
H 4.3968 -4.8192 -4.1341 -0.007 0.120 -0.029
H 5.1542 -4.9637 -2.7321 0.008 0.133 0.042
C 3.4897 -0.9619 7.6241 -0.597 0.043 0.622
C 3.9436 -0.5191 6.2120 0.010 -0.477 0.779
C 2.6877 -0.0785 5.4052 -1.026 0.327 -0.597
O 4.4772 -1.5598 5.5966 0.265 0.456 -0.294
H 2.7836 -1.7940 7.5886 0.100 0.011 -0.190
H 4.3423 -1.2664 8.2322 0.086 0.016 -0.233
H 2.9955 -0.1320 8.1399 0.053 0.063 -0.113
H 4.5512 0.3929 6.3544 0.407 -0.143 -0.455
H 1.9565 -0.8831 5.3022 0.233 -0.132 0.104
H 2.9592 0.2597 4.4053 0.178 -0.141 0.196
H 2.1877 0.7551 5.9112 0.234 -0.039 0.251
N -6.0094 0.5190 -0.7169 0.164 -0.054 0.186
C -6.6337 1.6191 -0.2998 0.086 -0.054 -0.262
C -6.9648 1.8650 1.0277 0.026 -0.123 0.021
C -6.6310 0.9142 1.9737 -0.060 0.096 0.295
C -5.9801 -0.2408 1.5648 -0.435 0.013 -0.261
C -5.6967 -0.3822 0.2100 -2.200 0.914 -0.468
H -6.8779 2.3338 -1.0773 -0.025 0.046 0.052
H -7.4713 2.7779 1.3090 -0.004 -0.022 -0.021
H -6.8732 1.0673 3.0179 0.009 -0.039 -0.017
H -5.6990 -1.0187 2.2821 -0.320 0.155 0.073
H -5.1857 -1.2736 -0.1675 -1.557 -0.225 -1.187
Ca -3.7427 -1.0765 0.9814 4.420 -0.880 1.596
```
Forces are in eV/Å.

Output
LUMO energy, eV: -5.9
HOMO-LUMO gap, eV: 1.7
Highest occupied orbital energy, eV: -7.63
F_max, hartree/bohr: 0.0930
Total charge: +1
Electronic energy, a.u.: -7329.8902

Charge distribution, Mulliken scheme, values in e: atom 1 (F): -0.1933, atom 2 (C): -0.1974, atom 3 (F): -0.1973, atom 4 (C): 0.5151, atom 5 (F): -0.2437, atom 6 (C): -0.2657, atom 7 (C): 0.0205, atom 8 (P): 0.3625, atom 9 (H): 0.5173, atom 10 (H): -0.0131, atom 11 (H): 0.2806, atom 12 (H): -0.0186, atom 13 (H): -0.0940, atom 14 (H): 0.2025, atom 15 (H): 0.1043, atom 16 (C): -1.0388, atom 17 (C): 0.2809, atom 18 (O): -0.4732, atom 19 (H): 0.2184, atom 20 (H): 0.3741, atom 21 (H): 0.2788, atom 22 (H): 0.4648, atom 23 (H): -0.1804, atom 24 (H): 0.3003, atom 25 (Br): -0.6326, atom 26 (O): -0.5913, atom 27 (H): 0.3088, atom 28 (H): 0.3073, atom 29 (Li): 0.8727, atom 30 (N): -0.2292, atom 31 (S): 0.8886, atom 32 (O): -0.5777, atom 33 (O): -0.3626, atom 34 (F): -0.2561, atom 35 (S): 0.9798, atom 36 (O): -0.4922, atom 37 (O): -0.6626, atom 38 (F): -0.2531, atom 39 (C): -0.4463, atom 40 (Cl): -0.0424, atom 41 (Cl): -0.1425, atom 42 (H): 0.3542, atom 43 (H): 0.2885, atom 44 (C): -1.1135, atom 45 (C): 0.5628, atom 46 (C): -0.7464, atom 47 (O): -0.3996, atom 48 (C): -0.6334, atom 49 (N): -0.7270, atom 50 (H): 0.3115, atom 51 (H): 0.0442, atom 52 (H): 0.3162, atom 53 (H): 0.2808, atom 54 (H): 0.3658, atom 55 (H): 0.3938, atom 56 (H): 0.2899, atom 57 (H): 0.2274, atom 58 (H): 0.2616, atom 59 (H): 0.2750, atom 60 (H): 0.3002, atom 61 (C): -1.3606, atom 62 (C): 0.7559, atom 63 (C): -0.8079, atom 64 (O): -0.4983, atom 65 (H): 0.3432, atom 66 (H): 0.3542, atom 67 (H): 0.3516, atom 68 (H): 0.1984, atom 69 (H): 0.3656, atom 70 (H): -0.0447, atom 71 (H): 0.3468, atom 72 (N): -0.3361, atom 73 (C): -0.2823, atom 74 (C): -0.3677, atom 75 (C): -0.4424, atom 76 (C): -0.4538, atom 77 (C): 0.0595, atom 78 (H): 0.3763, atom 79 (H): 0.4237, atom 80 (H): 0.4540, atom 81 (H): 0.5240, atom 82 (H): 0.2481, atom 83 (Ca): 0.4671